Entry 1:
{"formula": "C35H27INO21P", "method": "ωB97M-V/def2-TZVPD", "e_lumo_ev": -2.01, "e_homo_ev": -9.1, "total_energy_ev": -98608.19131, "elements": ["C", "C", "I", "C", "N", "C", "O", "C", "C", "C", "C", "C", "P", "O", "O", "O", "C", "C", "O", "H", "H", "H", "H", "H", "H", "H", "H", "H", "H", "H", "O", "C", "C", "C", "O", "C", "O", "C", "C", "O", "H", "H", "H", "H", "O", "C", "C", "C", "O", "C", "O", "C", "C", "O", "H", "H", "H", "H", "O", "C", "C", "C", "O", "C", "O", "C", "C", "O", "H", "H", "H", "H", "O", "C", "C", "C", "O", "C", "O", "C", "C", "O", "H", "H", "H", "H"], "positions_angstrom": [[-1.78760, -1.07344, -0.83366], [-1.12346, 0.35545, -0.86087], [-1.98678, 1.58705, -2.45007], [-1.21020, 1.09916, 0.53361], [-0.32172, 2.28042, 0.59498], [1.07521, 1.89341, 0.64109], [1.83868, 1.67388, -0.25050], [1.39381, 1.77943, 2.16989], [2.42763, 1.07502, 2.89593], [2.40309, 1.21275, 4.36787], [1.34159, 1.99640, 5.02170], [0.29427, 2.70622, 4.26916], [-1.02405, 3.68229, 5.11343], [-0.44106, 4.90075, 5.78237], [-2.33749, 3.99642, 4.17966], [-1.58454, 2.70813, 6.36925], [0.35082, 2.60171, 2.81883], [-0.51948, 3.22117, 1.67586], [-1.15989, 4.21905, 1.60822], [-1.88297, -1.50169, 0.20588], [-1.07624, -1.76846, -1.36497], [-2.76303, -1.13138, -1.38526], [-0.04774, 0.21907, -1.15614], [-0.86207, 0.38357, 1.34077], [-2.27460, 1.37304, 0.73751], [3.18223, 0.47264, 2.34846], [3.22053, 0.69895, 4.94259], [1.37316, 2.05674, 6.13472], [-3.10340, 4.14629, 4.77242], [-1.16866, 1.82897, 6.25622], [-0.09335, -2.92934, -8.33962], [-0.73724, -2.82641, -7.31230], [-2.05775, -2.20078, -7.26767], [-2.71910, -2.09633, -6.11167], [-3.93807, -1.52587, -6.04849], [-2.14045, -2.60687, -4.83300], [-2.77185, -2.47481, -3.79901], [-0.83152, -3.25319, -4.88017], [-0.17065, -3.36083, -6.03655], [1.03483, -3.95393, -6.10677], [-2.46488, -1.83389, -8.19979], [-4.19946, -1.56975, -5.10864], [-0.43185, -3.63407, -3.95038], [1.29710, -3.90149, -7.04602], [2.36217, 10.90026, 3.64049], [2.05067, 9.72717, 3.75887], [0.91087, 9.29070, 4.55947], [0.61503, 7.98831, 4.67467], [-0.43667, 7.57330, 5.40749], [1.44483, 6.94068, 3.99020], [1.15771, 5.77171, 4.13355], [2.57252, 7.38464, 3.16858], [2.85846, 8.68419, 3.05586], [3.88977, 9.11779, 2.30388], [0.32581, 10.05810, 5.04691], [-0.45550, 6.58386, 5.34477], [3.15158, 6.62159, 2.66648], [3.88307, 10.09048, 2.38999], [-3.60305, -5.41078, -6.39930], [-4.62431, -5.78370, -6.94756], [-4.62020, -6.71538, -8.07328], [-5.76730, -7.08237, -8.65331], [-5.78973, -7.94016, -9.68908], [-7.08455, -6.55728, -8.18035], [-8.10281, -6.90363, -8.74913], [-7.09011, -5.64379, -7.03874], [-5.94349, -5.27978, -6.45686], [-5.92260, -4.44222, -5.40281], [-3.66095, -7.08615, -8.40734], [-6.73219, -8.04007, -9.92510], [-8.05035, -5.28474, -6.69482], [-4.97990, -4.33757, -5.17044], [4.70308, -0.88119, 5.92952], [5.38604, -1.80270, 5.51495], [6.77592, -1.62870, 5.10233], [7.48044, -2.66644, 4.63815], [8.76104, -2.53180, 4.25479], [6.87781, -4.02971, 4.52181], [7.54839, -4.94143, 4.07732], [5.49321, -4.20791, 4.95769], [4.79144, -3.17125, 5.42453], [3.51598, -3.31059, 5.83411], [7.19929, -0.63749, 5.18933], [9.04094, -3.42022, 3.96040], [5.07388, -5.20200, 4.88528], [3.23531, -2.42139, 6.12243]], "forces_ev_per_a": [[0.486, -0.402, -0.343], [0.322, -0.414, 0.718], [0.334, -0.383, 0.557], [-0.096, -0.752, -0.520], [0.366, 0.484, -1.557], [0.326, -0.709, 2.187], [-0.728, -0.009, -0.035], [-0.738, 1.004, 1.284], [-1.831, 1.630, 1.232], [-1.324, 0.757, -1.621], [0.436, -0.295, -1.424], [0.971, -1.217, -1.885], [0.263, 1.816, 2.999], [-1.634, -2.018, -0.867], [1.306, -0.946, 1.128], [0.975, 0.037, -2.239], [1.760, -0.807, 1.130], [0.665, -1.556, 0.852], [0.119, -0.379, 0.328], [-0.054, 0.703, -0.925], [-0.862, 0.630, 0.400], [0.901, 0.136, 0.753], [-1.099, 0.449, 0.325], [-0.508, 0.350, -0.759], [0.947, 0.036, -0.109], [-0.590, 0.547, 0.592], [-1.160, 0.690, -0.386], [-0.143, 0.030, -1.052], [0.421, -0.084, -0.351], [-0.515, 0.377, 0.252], [0.226, -0.178, 0.253], [-0.493, 0.281, -0.430], [0.268, -0.085, -0.125], [-0.584, 0.409, -0.591], [0.573, -0.451, 0.521], [0.491, -0.331, 0.363], [-0.306, 0.073, -0.225], [-0.284, 0.155, 0.170], [0.634, -0.432, 0.533], [-0.605, 0.406, -0.489], [0.001, 0.008, 0.025], [-0.033, 0.119, -0.063], [0.006, -0.003, -0.030], [0.049, -0.030, 0.065], [0.314, -0.145, -0.264], [-0.657, 0.243, 0.503], [0.378, 0.241, -0.238], [-1.118, 0.181, 0.772], [1.119, -0.104, -0.994], [0.376, -0.127, -0.315], [0.415, 0.284, -0.614], [-0.135, -0.125, 0.140], [0.661, -0.327, -0.529], [-0.587, 0.295, 0.480], [0.000, -0.032, 0.006], [-0.085, -0.098, 0.394], [-0.001, 0.022, 0.006], [0.029, -0.049, -0.021], [-0.172, 0.243, 0.233], [0.377, -0.376, -0.419], [0.158, 0.194, 0.249], [0.578, -0.511, -0.541], [-0.530, 0.491, 0.521], [-0.468, 0.362, 0.402], [0.272, -0.197, -0.185], [-0.126, -0.166, -0.223], [-0.561, 0.500, 0.548], [0.532, -0.461, -0.529], [-0.024, 0.005, -0.011], [0.071, -0.036, -0.051], [0.027, 0.008, -0.004], [-0.076, 0.032, 0.066], [-0.290, -0.262, -0.012], [0.586, 0.428, -0.067], [-0.348, 0.139, 0.132], [0.713, 0.652, -0.079], [-0.688, -0.605, 0.077], [-0.472, -0.531, 0.054], [0.237, 0.297, 0.001], [0.247, -0.083, -0.115], [-0.642, -0.629, 0.103], [0.614, 0.605, -0.109], [0.010, -0.024, -0.011], [0.068, 0.080, -0.012], [-0.005, 0.027, 0.001], [-0.051, -0.088, 0.014]]}

---

Entry 2:
{"formula": "C3H11N2", "method": "ωB97M-V/def2-TZVPD", "e_lumo_ev": -4.41, "e_homo_ev": -14.3, "charge": 1, "total_energy_ev": -6261.70224, "elements": ["C", "C", "C", "N", "N", "H", "H", "H", "H", "H", "H", "H", "H", "H", "H", "H"], "positions_angstrom": [[1.40275, -0.69883, 0.84465], [1.40705, 1.32040, -0.56253], [-0.20596, -0.41212, -0.84847], [-2.60139, -0.20080, 0.29116], [0.83119, 0.06842, -0.23849], [1.99750, -1.66922, 0.49529], [2.02520, 0.04220, 1.46529], [0.50082, -1.09211, 1.50538], [1.53483, 1.71319, 0.46040], [2.34723, 1.09246, -1.03190], [0.70853, 1.87192, -1.12614], [-0.49532, 0.02368, -1.81877], [-0.76597, -1.25859, -0.52523], [-3.07678, 0.25444, -0.43646], [-2.69684, -1.20850, 0.36600], [-2.91287, 0.15346, 1.15983]], "forces_ev_per_a": [[0.071, -1.635, 2.567], [0.863, -0.108, 1.569], [0.888, 1.224, -0.858], [1.656, -0.894, 0.830], [-2.722, -3.047, -1.049], [-1.086, 2.451, 0.581], [-0.731, -1.646, -0.813], [1.979, 0.829, -1.204], [0.354, 0.841, -0.825], [0.543, 0.616, -0.299], [-0.369, 0.877, -0.776], [-0.071, 0.142, 0.799], [0.518, -0.618, 0.256], [-1.020, 0.080, -1.108], [-0.558, 0.236, -0.602], [-0.315, 0.653, 0.932]]}

---

Entry 3:
{"formula": "C2H3NOS", "method": "ωB97M-V/def2-TZVPD", "e_lumo_ev": 0.83, "e_homo_ev": -9.6, "total_energy_ev": -16494.58123, "elements": ["O", "C", "S", "C", "N", "H", "H", "H"], "positions_angstrom": [[0.21066, 0.50214, 2.39660], [-0.41653, -0.27721, 1.81526], [-1.36694, -1.42432, 1.38174], [0.45676, -0.05545, -1.34527], [0.12980, 0.48821, -0.26874], [0.37473, 0.39508, -2.34018], [0.84916, -1.06482, -1.30177], [-0.23765, 1.43637, -0.33763]], "forces_ev_per_a": [[-0.088, -0.078, -0.198], [0.574, 0.593, 1.465], [-0.794, -1.001, -0.269], [0.117, -0.029, -0.696], [0.081, 0.664, -0.054], [-0.003, 0.056, 0.132], [0.044, -0.216, -0.047], [0.070, 0.011, -0.333]]}

---

Entry 4:
{"formula": "C16H19BrNO4Pb", "method": "ωB97M-V/def2-TZVPD", "e_lumo_ev": 2.43, "e_homo_ev": -5.9, "charge": -1, "total_energy_ev": -101873.33146, "elements": ["Pb", "N", "C", "C", "C", "O", "O", "H", "H", "H", "H", "H", "H", "C", "C", "C", "C", "C", "C", "H", "H", "H", "H", "H", "H", "H", "H", "H", "Br", "C", "C", "C", "C", "C", "C", "C", "O", "O", "H", "H", "H", "H"], "positions_angstrom": [[-0.27882, -1.44290, -1.03848], [-0.10620, -0.31913, 1.05499], [-0.77610, -0.98796, 2.17800], [-2.25262, -1.23672, 1.89917], [-2.56120, -2.43751, 0.99580], [-3.63978, -2.99815, 1.11492], [-1.63359, -2.78992, 0.16042], [0.90650, -0.18544, 1.24452], [-0.54499, 0.57654, 0.86730], [-0.66321, -0.38633, 3.08503], [-0.26110, -1.93449, 2.34954], [-2.69328, -0.35336, 1.42406], [-2.79036, -1.39482, 2.83391], [-4.70033, 2.05545, -0.33823], [-3.87872, 2.01447, -1.63424], [-3.28124, 3.40084, -1.90594], [-4.79034, 1.61195, -2.80085], [-2.79792, 1.02415, -1.49033], [-1.94343, 0.17281, -1.33294], [-5.51791, 2.77611, -0.43192], [-4.07231, 2.34875, 0.50441], [-5.12054, 1.07315, -0.12026], [-4.07879, 4.14159, -2.01124], [-2.69024, 3.39159, -2.82257], [-2.62942, 3.70503, -1.08602], [-5.60192, 2.33632, -2.91382], [-5.22215, 0.62648, -2.62414], [-4.22493, 1.57236, -3.73271], [9.24523, -1.86550, 0.39914], [7.37313, -1.51050, 0.43454], [6.62082, -1.74252, -0.70501], [5.25848, -1.48546, -0.66797], [4.65693, -0.99796, 0.48600], [5.43625, -0.77091, 1.61213], [6.80025, -1.02841, 1.59809], [3.15611, -0.71810, 0.51708], [2.70267, -0.21355, 1.57296], [2.50960, -1.00490, -0.51479], [7.09459, -2.11817, -1.60180], [4.63066, -1.66076, -1.53177], [4.94952, -0.38591, 2.49843], [7.41069, -0.85821, 2.47461]], "forces_ev_per_a": [[0.050, -0.185, -0.089], [0.200, 0.009, -0.052], [0.008, -0.013, -0.012], [0.000, -0.038, 0.022], [-0.029, 0.055, -0.022], [0.026, 0.002, 0.013], [-0.030, 0.039, 0.029], [-0.098, 0.014, 0.048], [0.026, 0.043, 0.048], [-0.015, -0.010, 0.021], [-0.005, 0.006, 0.009], [0.000, -0.013, -0.008], [-0.005, -0.008, 0.001], [0.000, 0.002, -0.008], [0.001, 0.001, -0.002], [-0.002, 0.003, -0.003], [0.000, -0.005, -0.004], [-0.038, -0.013, 0.060], [0.075, 0.055, -0.029], [0.005, -0.004, 0.006], [-0.001, 0.005, -0.003], [0.000, 0.000, -0.004], [0.001, 0.000, 0.000], [-0.001, -0.002, 0.002], [0.000, -0.001, -0.001], [0.002, -0.001, 0.001], [0.001, 0.004, 0.000], [0.000, 0.002, 0.001], [-0.001, 0.001, -0.001], [-0.007, -0.010, -0.032], [0.039, 0.000, 0.010], [-0.057, -0.001, 0.022], [-0.042, -0.028, -0.018], [0.019, 0.021, 0.025], [-0.009, 0.007, 0.005], [-0.055, 0.198, 0.163], [0.009, -0.090, -0.071], [-0.069, -0.038, -0.127], [-0.006, -0.005, 0.001], [0.016, 0.003, -0.003], [0.000, -0.011, 0.000], [-0.007, 0.006, 0.001]]}

---

Entry 5:
{"formula": "C3H5N3", "method": "ωB97M-V/def2-TZVPD", "e_lumo_ev": -12.36, "e_homo_ev": -20.2, "charge": 2, "total_energy_ev": -7638.09263, "elements": ["C", "C", "C", "N", "N", "N", "H", "H", "H", "H", "H"], "positions_angstrom": [[-1.14181, -0.23547, 0.03084], [0.80869, -1.23451, -0.00372], [0.88472, 1.05278, 0.02751], [1.57699, -0.23668, 0.00858], [-0.41491, 0.98365, 0.06121], [-2.37902, -0.34047, -0.01116], [0.63223, -2.24458, -0.07362], [1.53932, 1.88325, 0.19992], [2.56506, -0.37446, -0.38451], [-1.00421, 1.84610, 0.05650], [-3.06706, -1.09960, 0.08844]], "forces_ev_per_a": [[-0.864, -1.803, -0.158], [-5.066, 2.944, 0.674], [-1.109, -1.937, 0.862], [0.736, -0.421, -1.857], [1.271, 1.865, -0.454], [3.915, 0.318, 0.527], [1.083, -2.594, -0.270], [-0.172, 0.994, -0.372], [-0.866, 0.928, 1.138], [0.563, -0.303, 0.169], [0.508, 0.007, -0.260]]}